{"formula": "C11H18BrClF2N2O13PS3", "method": "ωB97M-V/def2-TZVPD", "symbols": ["Br", "Cl", "S", "S", "S", "P", "F", "F", "O", "O", "O", "O", "O", "O", "O", "O", "O", "O", "O", "O", "O", "N", "N", "C", "C", "C", "C", "C", "C", "C", "C", "C", "C", "C", "H", "H", "H", "H", "H", "H", "H", "H", "H", "H", "H", "H", "H", "H", "H", "H", "H", "H"], "coordinates": [[-1.23, 0.64, -3.36], [-2.87, 2.56, -1.64], [-3.29, -1.51, -0.38], [0.85, 4.27, 1.09], [2.74, 5.78, 0.13], [-2.35, 1.52, 1.14], [2.40, 5.06, -1.25], [0.80, 3.17, 2.25], [4.38, 0.21, 0.21], [3.49, 0.41, 2.54], [-4.16, -1.81, 0.90], [-3.82, -2.52, -1.46], [4.18, 5.99, -0.01], [-0.18, 5.20, 1.56], [0.04, -4.48, -3.94], [-0.87, 1.07, 1.95], [1.95, 7.01, 0.04], [-3.53, 0.05, -1.02], [-2.44, 3.28, 1.21], [0.50, 3.46, -0.07], [-1.06, -2.66, -2.71], [2.35, 4.72, 1.22], [-3.56, 0.97, 2.06], [-0.84, -5.18, -1.58], [-0.60, -4.08, -2.81], [-0.42, -0.93, -0.83], [0.06, -1.94, -2.08], [-1.50, -1.76, 0.10], [1.35, -1.67, 1.17], [3.66, -0.29, 1.39], [1.02, -0.61, -0.03], [3.01, -1.81, 1.33], [-0.97, 0.52, -1.34], [-2.43, 0.97, -0.71], [-0.31, -6.22, -1.80], [3.17, -2.41, 2.33], [-1.97, -5.35, -1.32], [3.37, -2.41, 0.37], [-1.31, -2.93, 0.08], [1.09, 0.50, 0.35], [-4.15, 1.74, 2.45], [-2.86, 3.47, 2.12], [0.80, -1.42, -2.83], [1.00, -1.18, 2.19], [-1.43, -1.47, 1.26], [3.97, 1.12, 0.01], [0.72, -2.78, -1.53], [-0.24, 1.43, -1.10], [-1.03, 0.58, 2.81], [0.94, -2.76, 1.00], [1.88, -0.74, -0.84], [-0.31, -4.75, -0.61]], "largest_force_ev_per_a": 9.26, "charge": -1, "homo_ev": -7.2, "spin_multiplicity": 1, "homo_lumo_gap_ha": 0.3212, "total_energy_ev": -171083.521}



{"formula": "C11H18Cl2N2O2PY", "method": "ωB97M-V/def2-TZVPD", "symbols": ["Y", "Cl", "Cl", "P", "O", "O", "N", "N", "C", "C", "C", "C", "C", "C", "C", "C", "C", "C", "C", "H", "H", "H", "H", "H", "H", "H", "H", "H", "H", "H", "H", "H", "H", "H", "H", "H", "H"], "coordinates": [[-0.04, 0.13, 1.22], [-1.69, 1.94, 0.57], [0.60, -0.77, 3.42], [-2.27, -1.61, 0.64], [1.17, -2.90, -0.36], [0.00, -0.77, -2.03], [5.36, 3.17, -0.29], [1.82, 1.07, 0.11], [-1.79, 0.92, -2.43], [-0.87, 0.00, -1.84], [2.99, 0.53, 0.55], [-2.92, -1.53, 2.37], [4.22, 2.45, -0.24], [0.68, -1.97, 0.09], [1.85, 2.23, -0.62], [-3.79, -1.28, -0.31], [-2.13, -3.41, 0.44], [4.20, 1.19, 0.41], [3.02, 2.94, -0.82], [-2.70, 0.93, -1.80], [-3.62, -1.48, -1.37], [0.88, 2.56, -1.02], [-1.79, -3.64, -0.57], [-1.40, -3.80, 1.15], [-3.96, -1.89, 2.37], [5.10, 0.75, 0.83], [-1.37, 1.94, -2.37], [6.21, 2.84, 0.15], [-2.05, 0.64, -3.47], [-4.58, -1.95, 0.06], [-3.11, -3.88, 0.62], [2.90, -0.45, 1.05], [-4.09, -0.24, -0.18], [-2.30, -2.14, 3.04], [-2.90, -0.49, 2.73], [5.38, 4.09, -0.73], [3.00, 3.88, -1.37]], "largest_force_ev_per_a": 6.73, "charge": 2, "homo_ev": -15.0, "spin_multiplicity": 1, "homo_lumo_gap_ha": 0.1894, "total_energy_ev": -54138.803}



{"formula": "C11H18N", "method": "ωB97M-V/def2-TZVPD", "symbols": ["N", "C", "C", "C", "C", "C", "C", "C", "C", "C", "C", "C", "H", "H", "H", "H", "H", "H", "H", "H", "H", "H", "H", "H", "H", "H", "H", "H", "H", "H"], "coordinates": [[1.43, 0.25, -0.30], [1.16, -0.05, -1.70], [-3.59, 0.21, -0.32], [-2.92, 1.03, 0.59], [0.45, -0.41, 0.64], [-2.96, -0.90, -0.87], [0.80, -1.70, 1.33], [1.26, 1.68, -0.26], [-1.54, -1.03, -0.58], [2.80, 0.04, 0.11], [-1.66, 0.81, 0.95], [-0.96, -0.19, 0.27], [0.14, 1.89, -0.42], [3.10, -1.07, -0.09], [0.95, -1.10, -1.91], [1.92, 2.10, -1.07], [0.09, -1.84, 2.15], [-4.63, 0.43, -0.60], [1.57, 1.88, 0.78], [-3.65, -1.49, -1.38], [3.04, 0.22, 1.14], [0.20, 0.53, -1.92], [-3.59, 1.63, 1.10], [3.43, 0.69, -0.48], [0.68, 0.73, 2.03], [1.96, 0.23, -2.32], [1.78, -1.72, 1.80], [-0.97, -1.76, -1.13], [0.79, -2.50, 0.70], [-1.09, 1.41, 1.73]], "largest_force_ev_per_a": 4.98, "charge": 1, "homo_ev": -12.9, "spin_multiplicity": 1, "homo_lumo_gap_ha": 0.3428, "total_energy_ev": -13178.361}



{"formula": "C11H18N2O2", "method": "ωB97M-V/def2-TZVPD", "symbols": ["O", "O", "N", "N", "C", "C", "C", "C", "C", "C", "C", "C", "C", "C", "C", "H", "H", "H", "H", "H", "H", "H", "H", "H", "H", "H", "H", "H", "H", "H", "H", "H", "H"], "coordinates": [[-0.68, -0.24, -0.99], [-0.49, -0.09, -3.25], [-0.37, -0.68, 1.56], [0.35, 0.49, 1.27], [0.67, 1.96, -1.14], [-1.75, -0.39, 1.83], [1.81, -0.34, -1.16], [1.52, -1.82, 2.39], [-1.02, -0.53, -2.26], [0.62, 0.52, -0.64], [1.68, 0.53, 1.72], [2.15, -0.55, 2.33], [-2.28, -1.26, -2.25], [-0.71, 2.72, -0.94], [0.20, -1.84, 2.04], [-2.52, -1.46, -1.31], [-2.14, -2.17, -2.83], [-2.08, 0.52, 1.37], [2.02, -2.78, 2.74], [-0.48, -2.63, 2.21], [-1.88, -0.39, 2.94], [-2.32, -1.32, 1.48], [-0.53, 3.76, -1.25], [2.78, 0.00, -0.84], [1.64, -0.28, -2.21], [-1.49, 2.17, -1.40], [-0.80, 2.76, 0.20], [-3.19, -0.72, -2.61], [3.15, -0.48, 2.77], [1.78, -1.25, -0.75], [1.34, 2.36, -0.42], [0.93, 1.98, -2.23], [2.09, 1.46, 1.64]], "largest_force_ev_per_a": 4.14, "homo_ev": -6.7, "spin_multiplicity": 1, "homo_lumo_gap_ha": 0.2749, "total_energy_ev": -18769.685}